16 unconnected molecules or ions with the total composition C28H92N20O16, computed with ωB97M-V/def2-TZVPD.

Structure (XYZ):
```
156
Properties=species:S:1:pos:R:3:forces:R:3:mulliken_charge:R:1
C -4.213 -0.030 1.070 -1.281 -0.366 1.008 -0.740
O -3.496 0.896 1.882 1.088 0.307 -0.734 -0.254
H -5.083 -0.255 1.691 -0.403 -0.331 -0.722 0.550
H -4.511 0.361 0.096 0.095 0.347 0.138 0.272
H -3.731 -0.998 0.909 0.553 0.291 0.122 -0.031
H -4.002 1.064 2.678 0.008 -0.319 0.102 0.235
C -3.951 3.744 -0.679 0.428 -1.004 -0.086 0.040
O -3.818 5.142 -0.458 -0.125 -0.616 0.028 -0.573
H -4.703 3.210 -0.083 -0.298 0.677 0.195 0.252
H -4.171 3.496 -1.721 -0.025 0.421 -0.083 0.312
H -3.027 3.216 -0.426 0.113 0.169 -0.173 -0.355
H -2.998 5.224 0.038 -0.119 0.348 0.076 0.385
C -0.525 4.510 -2.025 -0.002 0.598 -1.713 -0.158
O 0.775 4.851 -2.590 -0.263 -0.267 0.827 -0.599
H -0.553 4.490 -0.939 0.428 -0.161 0.010 -0.076
H -1.222 5.271 -2.388 -0.207 -0.094 0.343 0.510
H -0.820 3.577 -2.511 -0.101 -0.173 0.578 -0.003
H 0.656 5.607 -3.167 0.054 0.088 0.040 0.290
C 3.106 3.602 2.133 0.513 -0.255 -0.155 0.247
O 3.597 3.857 3.473 -0.656 0.593 -0.762 -0.665
H 3.762 4.073 1.395 -0.086 0.022 0.054 0.301
H 3.163 2.524 1.977 -0.082 0.039 -0.003 -0.200
H 2.086 3.958 1.976 0.004 -0.004 0.191 -0.019
H 3.315 4.763 3.641 0.172 -0.075 0.435 0.316
C 3.867 -2.740 -3.793 -0.910 0.087 0.945 0.480
O 4.638 -3.196 -2.944 -0.149 0.305 -1.024 -0.709
N 3.019 -3.513 -4.561 0.824 -0.513 0.588 -0.262
N 3.595 -1.426 -4.012 0.346 0.751 0.290 0.031
H 3.312 -4.468 -4.659 -0.459 -0.067 -0.141 0.198
H 2.293 -3.070 -5.101 0.123 -0.249 -0.293 0.185
H 4.043 -0.655 -3.533 0.137 -0.348 0.207 0.104
H 2.688 -1.226 -4.396 -0.062 0.107 -0.196 -0.023
C -3.049 -2.135 3.611 0.196 -0.965 -2.246 0.407
O -3.819 -1.313 4.065 0.222 -0.107 0.623 -0.611
N -2.020 -1.854 2.726 -0.022 1.326 0.381 0.167
N -3.156 -3.510 3.679 -0.397 -0.001 0.653 -0.316
H -1.667 -2.540 2.070 0.194 -0.160 0.277 0.222
H -2.020 -0.905 2.382 0.037 0.048 0.178 -0.175
H -2.413 -4.044 3.275 0.019 -0.144 0.133 0.113
H -3.799 -3.984 4.285 -0.069 0.230 0.149 0.205
C 5.092 -0.129 -0.273 -1.066 0.893 1.289 0.557
O 4.827 0.500 -1.306 0.408 -1.176 0.251 -0.755
N 4.763 -1.427 -0.020 -0.189 0.312 -1.226 -0.183
N 5.608 0.562 0.802 0.253 0.432 -0.521 -0.339
H 4.269 -1.906 -0.765 0.356 -0.151 0.150 0.004
H 4.853 -1.849 0.882 0.169 0.025 0.080 0.199
H 5.680 1.546 0.609 0.108 -0.005 0.087 0.187
H 5.637 0.298 1.774 0.024 -0.534 -0.119 0.191
C 5.575 1.132 4.105 -0.106 -0.112 -1.815 0.401
O 6.214 0.082 4.041 -0.641 0.241 0.464 -0.651
N 4.206 1.222 4.170 -0.179 0.616 0.485 -0.177
N 6.193 2.328 3.804 -0.162 -0.700 0.684 -0.352
H 3.747 2.132 4.125 0.426 -0.371 0.173 0.194
H 3.595 0.435 4.259 0.515 -0.416 0.268 0.133
H 7.097 2.190 3.392 0.148 0.426 0.146 0.240
H 5.684 3.193 3.788 0.062 0.099 -0.225 0.239
C 3.048 2.272 -3.931 -0.054 0.876 0.076 0.558
O 3.779 1.514 -4.582 -0.635 0.094 0.392 -0.741
N 3.161 2.479 -2.576 0.189 -0.685 -0.390 -0.146
N 2.104 3.086 -4.511 0.164 -0.406 -0.159 -0.239
H 2.465 3.044 -2.122 0.008 0.057 0.029 0.153
H 3.702 1.800 -2.043 -0.041 0.231 -0.121 0.241
H 1.948 2.995 -5.498 -0.077 -0.122 0.002 0.169
H 1.415 3.609 -3.977 0.392 -0.229 -0.034 0.153
C 1.329 -0.946 -6.766 -0.307 3.104 0.972 0.592
O 1.010 -1.430 -5.667 0.129 -0.503 -0.992 -0.543
N 2.536 -0.296 -6.919 -0.119 -1.074 0.235 -0.316
N 0.403 -0.627 -7.746 1.385 -1.492 0.731 -0.419
H 2.848 0.160 -7.755 -0.239 0.002 -0.149 0.187
H 3.074 -0.100 -6.083 0.135 -0.133 -0.071 0.139
H -0.558 -0.728 -7.481 -0.146 0.102 -0.401 0.234
H 0.771 -0.054 -8.477 -0.751 0.278 -0.281 0.186
C -1.447 2.280 -5.388 1.197 1.044 -0.816 0.721
O -0.605 3.081 -5.805 -0.560 -0.462 0.331 -0.680
N -1.091 1.034 -4.960 -0.748 0.179 0.147 0.070
N -2.774 2.611 -5.380 0.237 -0.968 0.355 -0.421
H -1.790 0.343 -4.756 0.185 -0.140 0.061 0.130
H -0.117 0.785 -4.936 0.036 -0.026 -0.056 -0.232
H -3.041 3.509 -5.729 -0.025 0.087 0.052 0.233
H -3.428 1.994 -4.935 -0.291 0.258 -0.067 0.152
C -1.232 4.859 1.964 -0.852 0.151 -2.039 0.076
O -0.290 5.448 1.440 0.390 -0.603 0.831 -0.751
N -1.514 3.538 1.798 -0.440 -0.271 1.041 0.838
N -2.296 5.603 2.413 1.087 0.724 -0.108 -0.257
H -2.321 3.196 2.294 0.004 -0.264 -0.169 0.018
H -0.868 2.833 1.506 0.472 0.271 -0.209 -0.482
H -2.025 6.563 2.275 -0.724 0.258 0.464 0.273
H -3.152 5.337 2.859 0.051 -0.173 0.110 0.154
C 0.450 -0.312 -1.403 0.120 -1.256 1.002 -1.598
C -0.440 0.100 -0.259 -1.434 1.180 -0.315 2.002
C 0.259 0.510 1.036 -0.513 0.104 -2.096 -1.180
O 0.924 -0.656 1.435 0.183 1.091 0.808 0.774
C 1.698 -0.457 2.592 0.616 -2.127 1.100 -0.941
N -1.327 1.253 -0.693 0.496 -1.175 1.118 0.060
H 1.312 0.344 -1.486 0.001 0.103 -0.435 0.098
H -0.111 -0.488 -2.319 0.047 0.519 -0.127 0.693
H 0.795 -1.315 -1.125 0.532 0.129 -0.168 -0.060
H -1.111 -0.708 0.059 0.230 -0.336 -0.387 -0.633
H -0.537 0.898 1.691 0.243 -0.490 0.576 -0.107
H 0.901 1.368 0.774 0.436 -0.255 0.373 0.423
H 2.579 -1.109 2.522 0.387 0.627 -0.545 0.249
H 1.269 -0.963 3.473 -0.778 0.613 -0.062 0.449
H 1.974 0.560 2.857 -0.119 0.200 -0.467 0.003
H -2.048 1.159 0.025 -0.372 0.728 -0.410 -0.426
H -1.758 0.948 -1.561 -0.066 0.154 -0.020 0.357
C -0.837 5.155 5.427 0.918 -0.809 -0.010 -1.323
C -2.068 4.338 5.806 0.508 0.574 -0.151 1.353
C -1.701 3.234 6.793 0.284 -0.283 0.656 -0.974
O -0.648 2.411 6.337 0.536 -0.084 -0.176 -0.384
C -1.040 1.399 5.427 -0.548 0.487 0.039 -0.383
N -3.075 5.268 6.304 -0.120 -0.514 -0.775 -0.676
H -0.107 4.446 5.022 0.039 0.142 -0.120 0.211
H -0.311 5.604 6.276 -0.373 0.099 0.167 0.492
H -1.020 5.907 4.667 -0.275 0.065 0.091 0.367
H -2.357 3.844 4.870 -0.597 0.218 0.093 -0.475
H -2.541 2.599 7.113 -0.270 0.173 -0.404 0.345
H -1.346 3.684 7.727 0.124 0.139 -0.139 0.327
H -1.689 0.690 5.949 0.017 -0.207 -0.264 0.375
H -0.167 0.908 5.004 0.165 -0.030 0.331 0.080
H -1.580 1.834 4.575 -0.116 -0.147 0.035 0.151
H -3.918 4.800 6.606 0.043 0.162 0.351 0.257
H -2.666 5.861 7.011 -0.271 -0.062 0.236 0.266
C 1.662 -4.046 0.778 0.449 -0.072 0.004 -1.503
C 0.424 -4.866 0.480 -1.172 1.178 1.884 0.779
C 0.475 -6.360 0.744 0.311 -0.274 -0.400 -0.927
O -0.566 -6.963 0.004 -0.212 0.206 -0.070 -0.132
C -0.702 -8.334 0.273 0.228 -0.321 -0.157 -0.872
N -0.650 -4.327 1.409 -0.009 -0.017 -0.681 -0.618
H 1.997 -4.070 1.822 -0.160 -0.491 -0.028 0.370
H 1.445 -2.988 0.623 -0.004 -0.057 -0.351 0.082
H 2.484 -4.378 0.144 0.148 0.188 -0.023 0.477
H 0.031 -4.571 -0.491 0.365 -0.706 -0.371 -0.181
H 0.271 -6.559 1.806 0.234 0.188 0.088 0.357
H 1.457 -6.810 0.544 -0.085 -0.009 -0.378 0.465
H 0.158 -8.867 -0.145 -0.011 -0.179 0.159 0.344
H -1.603 -8.714 -0.204 -0.036 0.192 -0.117 0.235
H -0.782 -8.549 1.344 0.096 0.104 0.050 0.331
H -1.522 -4.756 1.098 0.051 -0.195 0.310 0.297
H -0.418 -4.705 2.324 -0.240 0.100 0.081 0.293
C -3.914 -4.145 -1.459 0.449 -0.133 -0.679 -1.759
C -2.432 -4.141 -1.838 0.228 -0.555 1.126 1.600
C -2.253 -4.259 -3.335 0.453 0.983 -0.738 -0.789
O -3.099 -5.188 -3.954 -0.525 0.074 0.042 -0.444
C -2.697 -6.529 -3.874 0.018 -0.341 0.096 -0.609
N -1.783 -2.940 -1.306 -0.304 0.513 0.092 0.060
H -4.289 -5.132 -1.731 -0.282 0.090 0.107 0.385
H -4.443 -3.400 -2.056 -0.176 0.093 0.284 0.358
H -4.041 -4.000 -0.386 -0.085 0.169 -0.014 0.442
H -2.037 -5.021 -1.303 0.251 -0.181 -0.479 -0.383
H -1.217 -4.362 -3.684 0.252 -0.652 0.513 0.484
H -2.460 -3.281 -3.785 -0.616 0.010 0.193 0.225
H -3.462 -7.146 -4.345 0.075 0.211 -0.392 0.276
H -2.650 -6.938 -2.856 0.328 0.388 0.134 0.165
H -1.735 -6.634 -4.384 0.036 -0.339 0.102 0.329
H -1.855 -2.974 -0.294 -0.068 0.153 -0.036 -0.354
H -0.787 -2.839 -1.472 -0.077 -0.331 -0.436 0.053
```
Positions in Å, forces in eV/Å.

- E_HOMO (eV) = -8.873
- total charge = 0
- gap between HOMO and LUMO (hartree) = 0.333
- lowest unoccupied orbital energy (eV) = 0.175
- relative energy (zero: lowest compared OMol25 entry of this formula, charge and spin) (eV) = 0.0000

A molecular structure, C26H20Cl40NPS2, computed with ωB97M-V/def2-TZVPD.

Structure (XYZ):
```
90
Properties=species:S:1:pos:R:3:forces:R:3:mulliken_charge:R:1
P -1.157 -4.592 -2.167 -0.792 -0.245 0.329 0.871
C -1.213 -2.795 -2.813 0.527 2.445 -1.093 0.255
C -0.200 -2.494 -4.084 -0.795 0.080 -0.106 -0.272
C 1.226 -1.825 -3.595 0.233 -2.303 -0.555 0.009
S 1.049 -0.024 -3.012 -0.543 -0.170 1.135 0.022
C 1.372 0.132 -1.179 2.039 -2.237 1.655 -0.061
S 2.536 -0.970 -0.514 -2.242 2.042 -1.081 -0.171
N 0.777 1.118 -0.211 0.108 1.508 -3.196 0.287
C 1.803 2.014 0.439 2.859 2.207 2.644 -0.159
C 3.100 2.697 -0.368 -0.890 0.501 4.778 -0.194
C 4.119 3.622 0.557 -2.695 -1.407 1.173 -0.474
C 3.905 3.884 2.181 -3.106 -1.397 -3.099 -0.317
C 2.640 3.191 2.991 -0.590 -0.369 -5.591 -0.627
C 1.611 2.274 2.080 2.768 1.764 -1.405 -0.047
C -0.421 1.860 -0.746 -4.354 3.567 -1.582 0.398
C -0.523 3.530 -0.760 -2.907 -1.367 -1.190 -0.286
C -1.883 4.333 -1.311 -0.611 -3.847 -0.225 -0.375
C -3.213 3.523 -1.897 4.318 -2.298 1.759 -0.288
C -3.119 1.885 -1.895 3.167 3.415 0.722 -0.131
C -1.793 1.104 -1.333 1.172 2.850 0.273 0.076
H -0.005 -4.953 -2.956 -0.149 0.352 -0.004 -0.034
H -1.119 -4.084 -0.807 -0.010 -0.192 -0.327 -0.123
H -2.475 -4.911 -2.728 1.181 0.301 0.384 -0.165
H -1.121 -5.930 -1.599 -0.007 0.057 -0.376 -0.389
H -0.872 -2.069 -1.948 -0.764 -1.340 -1.495 -0.231
H -2.324 -2.528 -3.100 2.481 -0.384 0.497 0.090
H -0.036 -3.545 -4.627 0.152 2.302 1.146 -0.038
H -0.711 -1.806 -4.901 1.045 -1.321 1.774 0.275
H 1.668 -2.539 -2.779 -0.682 1.758 -1.247 0.265
H 1.982 -1.874 -4.514 -1.601 0.603 2.166 -0.284
H 3.287 2.504 -1.526 -0.456 0.437 2.858 0.286
H 5.058 4.104 0.000 -2.337 -1.155 1.505 0.263
H 4.641 4.568 2.794 -1.836 -1.245 -2.029 0.378
H 2.478 3.364 4.145 0.075 -0.381 -2.879 0.377
H 0.707 1.775 2.677 2.375 2.034 -2.837 0.358
H 0.336 4.237 -0.370 -1.839 -1.872 -0.814 0.253
H -1.965 5.524 -1.285 0.644 -2.998 0.038 0.130
H -4.167 4.119 -2.266 2.417 -1.949 0.751 0.278
H -4.015 1.211 -2.306 2.576 3.264 0.488 0.446
H -1.731 -0.087 -1.330 0.091 3.152 -0.127 -0.147
C -0.287 -6.608 1.990 0.006 -0.121 0.033 0.250
Cl -0.793 -7.240 0.403 0.207 0.087 0.707 -0.103
Cl -1.342 -7.277 3.260 0.221 0.167 -0.257 -0.105
Cl 1.401 -7.084 2.309 -0.450 0.164 -0.108 -0.014
Cl -0.412 -4.830 1.989 0.060 -0.414 0.032 -0.062
C -5.189 -1.674 -1.596 0.103 -0.086 0.237 0.162
Cl -6.573 -1.050 -2.528 0.325 -0.137 0.181 -0.130
Cl -3.925 -0.422 -1.499 -2.155 -3.791 0.915 -0.108
Cl -5.725 -2.105 0.047 0.120 0.073 -0.417 -0.102
Cl -4.531 -3.119 -2.405 -0.748 1.050 1.067 -0.026
C 5.882 3.031 5.390 0.402 -0.570 0.145 0.315
Cl 4.809 2.654 4.018 2.090 -1.019 2.419 0.017
Cl 7.182 4.121 4.845 -0.303 -0.234 -0.004 -0.099
Cl 4.941 3.827 6.677 -0.269 -0.447 -0.444 -0.155
Cl 6.594 1.524 6.019 -0.036 0.316 0.027 -0.107
C 8.252 6.721 8.219 -0.053 -0.028 0.106 0.295
Cl 7.851 7.804 9.576 0.114 -0.221 -0.307 -0.102
Cl 6.882 5.625 7.910 0.710 0.600 0.267 -0.011
Cl 8.578 7.691 6.761 -0.079 -0.234 0.319 -0.102
Cl 9.698 5.763 8.631 -0.341 0.228 -0.111 -0.100
C 4.978 -6.184 0.847 -0.034 0.141 -0.022 0.287
Cl 4.260 -4.606 1.257 0.164 -0.416 -0.116 -0.014
Cl 4.203 -6.825 -0.624 0.161 0.136 0.349 -0.069
Cl 6.725 -5.986 0.559 -0.429 -0.068 0.077 -0.105
Cl 4.722 -7.321 2.195 0.151 0.218 -0.289 -0.104
C -4.775 -6.678 -4.924 0.051 -0.190 -0.091 0.302
Cl -3.910 -6.686 -6.482 -0.198 0.009 0.363 -0.100
Cl -4.221 -8.048 -3.930 -0.122 0.354 -0.227 -0.102
Cl -4.442 -5.151 -4.069 -0.479 -1.261 -1.199 -0.014
Cl -6.526 -6.825 -5.216 0.458 0.063 0.089 -0.101
C -5.719 7.444 -1.711 0.109 0.221 -0.021 0.311
Cl -7.315 6.662 -1.581 0.552 0.697 -1.049 -0.125
Cl -5.539 8.645 -0.407 -0.076 -0.332 -0.317 -0.093
Cl -4.441 6.212 -1.563 -0.727 0.927 0.149 -0.103
Cl -5.582 8.256 -3.291 -0.045 -0.215 0.388 -0.105
C 0.010 -0.311 5.505 -0.170 -0.218 0.252 0.291
Cl -0.391 0.773 6.862 0.102 -0.239 -0.326 -0.110
Cl -1.360 -1.407 5.196 0.328 0.251 0.066 -0.095
Cl 0.336 0.660 4.047 -0.287 -1.268 1.584 -0.059
Cl 1.455 -1.268 5.917 -0.368 0.283 -0.148 -0.086
C 2.978 -4.117 -6.505 0.025 -0.084 -0.005 0.314
Cl 3.271 -4.584 -4.811 -0.072 0.101 -0.393 -0.043
Cl 3.318 -2.379 -6.709 -0.025 -0.408 -0.046 -0.116
Cl 4.046 -5.060 -7.575 -0.277 0.255 0.277 -0.103
Cl 1.278 -4.443 -6.926 0.433 0.056 0.026 -0.090
C -8.176 4.466 2.197 -0.039 -0.034 0.093 0.274
Cl -8.577 5.549 3.554 0.084 -0.247 -0.286 -0.106
Cl -9.547 3.369 1.887 0.298 0.235 0.074 -0.103
Cl -7.851 5.436 0.739 -0.171 -0.750 1.243 0.029
Cl -6.731 3.508 2.609 -0.344 0.238 -0.119 -0.081
```
Positions in Å, forces in eV/Å.

- E_HOMO (eV) = -8.020
- total charge = 0
- gap between HOMO and LUMO (hartree) = 0.268
- lowest unoccupied orbital energy (eV) = -0.728